# 1
{"formula": "C33H26AsN2O10PPtS2", "method": "ωB97M-V with the def2-TZVPD basis set", "e_above_lowest_kj_mol": 0.7, "max_force_ev_per_a": 0.52, "homo_energy_ev": -8.17, "e_tot_ha": -5627.91269, "orbital_gap_ha": 0.26577, "symbols": ["Pt", "O", "S", "O", "O", "C", "C", "C", "C", "C", "C", "P", "C", "C", "C", "C", "C", "C", "C", "C", "C", "C", "C", "C", "H", "H", "H", "H", "H", "H", "H", "H", "H", "H", "H", "H", "H", "H", "O", "As", "O", "O", "C", "C", "C", "C", "C", "C", "S", "O", "O", "O", "H", "H", "H", "H", "H", "O", "C", "C", "C", "C", "C", "C", "C", "N", "C", "C", "N", "H", "H", "H", "H", "H", "H", "H"], "coordinates": [[0.73856, -0.15635, -0.66241], [3.07146, 0.09732, 1.84990], [3.02790, 1.25928, 1.02512], [4.22404, 1.98419, 0.73143], [2.32187, 1.01161, -0.31757], [1.92578, 2.39892, 1.83473], [2.53146, 3.45173, 2.50877], [1.77261, 4.33410, 3.25791], [0.39884, 4.16995, 3.33534], [-0.20913, 3.13511, 2.64726], [0.54000, 2.23660, 1.88035], [-0.41986, 0.92881, 1.05578], [-1.85821, 1.81997, 0.39634], [-3.10349, 1.20110, 0.32304], [-4.16472, 1.84648, -0.29743], [-3.98952, 3.10857, -0.84296], [-2.74786, 3.72746, -0.77911], [-1.68377, 3.08369, -0.17206], [-1.01668, -0.16906, 2.35412], [-1.76582, -1.28682, 1.99193], [-2.28063, -2.12410, 2.96573], [-2.04089, -1.85473, 4.30651], [-1.28205, -0.75243, 4.66827], [-0.76382, 0.09225, 3.69702], [3.60418, 3.56056, 2.43253], [2.25656, 5.14570, 3.78484], [-0.20481, 4.84727, 3.92452], [-1.28409, 3.02436, 2.70494], [-3.24874, 0.21757, 0.74516], [-5.12859, 1.35846, -0.35217], [-4.81998, 3.61112, -1.32161], [-2.60585, 4.70931, -1.21121], [-0.71190, 3.55984, -0.14998], [-1.92924, -1.50688, 0.94839], [-2.84834, -2.99668, 2.66781], [-2.42889, -2.51642, 5.06987], [-1.07188, -0.55441, 5.71088], [-0.13868, 0.92194, 3.99770], [2.26643, -3.58178, -0.71986], [1.28709, -3.22613, 0.65945], [1.89782, -3.84989, 2.01753], [1.01338, -1.52401, 0.74659], [-0.48625, -3.98827, 0.38423], [-0.79216, -4.96984, 1.32015], [-2.05122, -5.55600, 1.35604], [-3.02888, -5.14521, 0.46836], [-2.73971, -4.16726, -0.47426], [-1.47302, -3.59942, -0.52281], [-1.18752, -2.44664, -1.85497], [0.00234, -2.85636, -2.53302], [-2.41796, -2.33671, -2.58060], [-0.98340, -1.07408, -1.16040], [2.12829, -2.88347, -1.38973], [-0.02463, -5.24993, 2.03110], [-2.26324, -6.32677, 2.08586], [-4.01615, -5.58812, 0.49362], [-3.48162, -3.85162, -1.19313], [2.05670, -1.12711, -1.87372], [2.90092, -0.47654, -2.64599], [4.12601, -1.09903, -2.94679], [5.06635, -0.46818, -3.72644], [4.83206, 0.80983, -4.24735], [3.62143, 1.41291, -3.99835], [2.64516, 0.78078, -3.21812], [1.30091, 1.32813, -3.14541], [0.38153, 1.09292, -2.21346], [-0.82383, 1.61500, -2.63834], [-0.62100, 2.21740, -3.83258], [0.71813, 2.04165, -4.12799], [4.31291, -2.07684, -2.52269], [6.00785, -0.96449, -3.92405], [5.58843, 1.31621, -4.83006], [3.42739, 2.40747, -4.38587], [-1.73203, 1.48610, -2.08106], [-1.29293, 2.74249, -4.48568], [1.16859, 2.25742, -4.99990]], "forces_ev_per_angstrom": [[-0.1, 0.0, 0.4], [0.0, 0.0, 0.0], [-0.1, 0.0, 0.0], [0.0, 0.0, 0.0], [0.1, 0.0, 0.2], [0.0, 0.1, 0.0], [0.0, 0.0, 0.0], [0.0, 0.0, 0.0], [0.0, 0.0, 0.0], [0.0, 0.0, -0.1], [0.0, 0.0, 0.0], [0.0, 0.1, -0.2], [0.0, 0.0, 0.0], [0.0, 0.0, 0.0], [0.0, 0.0, 0.0], [0.0, 0.0, 0.0], [0.0, 0.0, 0.1], [0.0, 0.0, 0.2], [0.0, 0.0, 0.0], [-0.1, 0.0, 0.1], [0.0, 0.0, 0.0], [0.0, 0.0, 0.0], [0.0, 0.0, 0.0], [0.1, -0.1, 0.0], [0.0, 0.0, 0.0], [0.0, 0.0, 0.0], [0.0, 0.0, 0.0], [0.0, 0.0, 0.0], [0.0, 0.0, 0.0], [0.0, 0.0, 0.0], [0.0, 0.0, 0.0], [0.0, 0.0, 0.0], [0.0, 0.0, 0.0], [0.0, 0.0, 0.0], [0.0, 0.0, 0.0], [0.0, 0.0, 0.0], [0.0, 0.0, 0.0], [0.0, 0.0, 0.0], [0.0, 0.1, 0.0], [-0.1, 0.0, 0.0], [0.0, 0.0, 0.1], [0.2, 0.1, 0.1], [0.0, 0.0, 0.1], [0.0, 0.0, 0.0], [0.0, 0.0, 0.0], [0.0, 0.0, 0.0], [0.0, 0.0, 0.0], [-0.1, 0.0, -0.1], [0.0, 0.1, 0.1], [0.1, 0.0, 0.0], [0.0, 0.0, 0.0], [0.0, -0.1, 0.1], [0.1, 0.0, -0.1], [0.0, 0.0, 0.0], [0.0, 0.0, 0.0], [0.0, 0.0, 0.0], [0.0, 0.0, 0.0], [-0.4, -0.2, -0.2], [0.3, 0.0, -0.1], [0.0, 0.1, 0.1], [0.0, 0.1, -0.1], [0.0, -0.1, 0.0], [0.0, 0.0, 0.0], [-0.1, 0.0, -0.2], [0.0, -0.1, 0.1], [0.0, 0.1, 0.0], [0.1, -0.1, -0.3], [0.1, 0.0, 0.1], [-0.1, 0.0, 0.1], [0.0, 0.0, 0.0], [0.0, 0.0, 0.0], [0.0, 0.0, 0.0], [0.0, 0.0, 0.0], [0.0, -0.1, -0.1], [0.0, 0.0, 0.0], [0.0, 0.0, 0.0]]}

# 2
{"formula": "Br6HNSi2", "method": "ωB97M-V with the def2-TZVPD basis set", "e_above_lowest_kj_mol": 317.4, "max_force_ev_per_a": 3.85, "smiles": "Br[Si](Br)(Br)Br.N=[Si](Br)Br", "homo_energy_ev": -9.98, "e_tot_ha": -16078.66754, "orbital_gap_ha": 0.33796, "symbols": ["N", "Si", "Si", "Br", "Br", "Br", "Br", "Br", "Br", "H"], "coordinates": [[0.51560, -1.42467, -0.13455], [1.63731, -0.90134, -1.11716], [-1.34244, 0.90991, 1.10549], [0.46767, 1.99815, 0.84591], [1.54628, -0.06087, -3.25589], [3.74148, -0.60209, -0.41534], [-1.09310, -0.58527, 2.60410], [-2.07309, 0.26887, -0.85998], [-2.92722, 2.21155, 1.76134], [-0.47250, -1.81424, -0.53394]], "forces_ev_per_angstrom": [[-2.9, -1.8, -1.2], [0.9, 0.9, -1.1], [-0.7, -0.2, -0.5], [1.2, 0.8, -0.2], [0.0, -0.6, 1.4], [-1.1, -0.1, -0.3], [0.1, -0.8, 0.6], [-0.3, -0.2, -0.3], [-0.6, 0.8, 0.5], [3.4, 1.4, 1.2]]}

# 3
{"formula": "C3H8N2", "method": "ωB97M-V with the def2-TZVPD basis set", "e_above_lowest_kj_mol": 111.6, "max_force_ev_per_a": 0.97, "smiles": "CC/N=C\\N", "homo_energy_ev": -9.24, "e_tot_ha": -228.60617, "orbital_gap_ha": 0.37608, "symbols": ["C", "C", "N", "C", "N", "H", "H", "H", "H", "H", "H", "H", "H"], "coordinates": [[-0.01142, -2.05334, 0.34596], [-0.20551, -0.61294, -0.12196], [-0.13719, 2.09319, -0.65102], [0.66677, 1.48529, 0.30010], [0.70412, 0.26043, 0.57616], [0.99886, -2.36986, 0.08866], [-0.73961, -2.73924, -0.08445], [-0.07860, -2.08850, 1.42716], [-1.24239, -0.31217, 0.04303], [-0.01322, -0.56925, -1.20001], [-0.97655, 1.61498, -0.93807], [-0.29923, 3.08866, -0.55871], [1.33399, 2.20275, 0.77314]], "forces_ev_per_angstrom": [[0.2, 0.3, 0.0], [0.1, -0.6, -0.1], [-0.4, 0.4, -0.1], [-0.3, 0.8, -0.4], [0.4, -0.3, 0.4], [0.0, -0.1, -0.1], [0.0, 0.0, -0.1], [-0.1, -0.1, 0.2], [-0.2, 0.1, 0.0], [-0.1, 0.1, -0.1], [0.1, -0.2, 0.0], [0.3, -0.2, 0.1], [0.1, -0.2, 0.2]]}

# 4
{"formula": "C3CaLiO6", "method": "ωB97M-V with the def2-TZVPD basis set", "e_above_lowest_kj_mol": 0.0, "max_force_ev_per_a": 2.37, "homo_energy_ev": [-5.25, -8.07], "e_tot_ha": -1250.96237, "orbital_gap_ha": [0.11209, 0.21401], "spin_multiplicity": 2, "symbols": ["O", "C", "O", "C", "O", "O", "Li", "C", "O", "O", "Ca"], "coordinates": [[-0.56138, -2.31513, -0.15171], [-0.40402, -1.09910, 0.15933], [-1.50339, -0.42437, 0.57128], [-2.09699, 0.88510, -0.25109], [-1.66957, 0.95488, -1.38697], [-2.85201, 1.54062, 0.43811], [-2.37658, -2.27832, 0.47553], [0.86647, -0.41114, 0.16124], [1.93960, -0.98387, -0.27702], [0.98286, 0.79244, 0.62022], [3.09475, 0.73790, 0.21253]], "forces_ev_per_angstrom": [[-0.3, -0.4, 0.2], [0.4, 0.9, -0.2], [-0.5, -0.3, 0.3], [-0.3, 1.8, -0.8], [0.3, -0.9, 0.6], [0.5, -1.3, 0.3], [0.8, 0.7, -0.3], [-2.2, -1.0, 0.0], [1.8, -0.5, -0.5], [0.8, 1.4, 0.4], [-1.3, -0.5, -0.1]]}

# 5
{"formula": "C3H9NOS", "method": "ωB97M-V with the def2-TZVPD basis set", "e_above_lowest_kj_mol": 711.7, "max_force_ev_per_a": 5.64, "homo_energy_ev": -8.61, "e_tot_ha": -647.62700, "orbital_gap_ha": 0.33523, "symbols": ["C", "C", "C", "H", "H", "H", "H", "H", "H", "H", "H", "H", "N", "O", "S"], "coordinates": [[-0.77691, -0.24105, -0.44962], [0.31467, -1.21640, -1.13037], [-0.32090, -0.12590, 1.05656], [-2.97197, -0.22908, -1.19772], [-2.37320, -0.70681, 0.91728], [-0.76769, 0.84596, -0.69585], [-0.17733, -1.90951, -1.94391], [1.03329, -1.75754, -0.11105], [1.95031, -0.39235, -2.52462], [-1.04387, -0.00040, 2.02275], [0.39329, -0.97669, 1.17894], [1.24114, 1.34872, -0.05853], [-2.08071, -0.92845, -0.43375], [1.29520, -0.07369, -1.71838], [0.72614, 1.27290, 1.39603]], "forces_ev_per_angstrom": [[0.3, -0.6, 2.2], [2.0, 2.1, 0.7], [0.7, -0.8, 1.8], [3.5, -2.6, 3.3], [0.1, -0.8, -5.6], [0.0, -1.1, -1.1], [1.4, 1.3, 1.7], [-2.4, 1.1, -3.9], [-2.7, 0.7, 3.2], [0.9, -0.9, -2.7], [-1.3, 0.3, 0.8], [-0.8, -0.1, 3.1], [-4.1, 3.1, 1.9], [0.7, -3.3, -2.3], [1.7, 1.4, -3.3]]}

# 6
{"formula": "C22H49CrN2OP3S", "method": "ωB97M-V with the def2-TZVPD basis set", "max_force_ev_per_a": 2.82, "total_charge": 3, "homo_energy_ev": [-14.53, -15.95], "e_tot_ha": -3518.07763, "orbital_gap_ha": [0.20452, 0.27087], "spin_multiplicity": 4, "symbols": ["Cr", "P", "P", "P", "H", "C", "C", "H", "C", "C", "C", "C", "C", "C", "C", "C", "C", "H", "H", "H", "H", "H", "H", "H", "H", "H", "H", "H", "H", "H", "H", "H", "H", "H", "H", "H", "H", "H", "H", "H", "H", "H", "H", "H", "H", "H", "C", "C", "C", "C", "C", "C", "O", "H", "H", "H", "H", "H", "H", "C", "C", "N", "C", "S", "N", "C", "C", "H", "H", "H", "H", "H", "H", "H", "H", "H", "H", "H", "H"], "coordinates": [[-0.63918, 0.73798, 0.48056], [-0.53278, -0.40583, 2.46549], [-1.88658, -2.27580, -3.09577], [0.43276, 2.65543, 0.99840], [-2.31806, 0.45265, -0.34016], [-2.71084, 1.24007, -1.01685], [-3.39776, 0.61396, -2.22678], [-3.56613, -0.46359, -2.19419], [-1.93431, -0.02432, 3.54832], [-0.55866, -2.21622, 2.26252], [0.91924, -0.18334, 3.53099], [-3.15090, -3.49961, -3.45470], [-0.26339, -2.79322, -3.67506], [-1.80671, -2.02504, -1.33127], [0.72120, 3.69909, -0.45962], [2.11408, 2.46277, 1.66382], [-0.50482, 3.60974, 2.20971], [-3.46206, 1.75655, -0.41685], [-4.36724, 1.08522, -2.47922], [-1.74043, -0.35485, 4.58008], [-2.83619, -0.52345, 3.16720], [-2.10897, 1.06109, 3.54211], [-0.68615, -2.71403, 3.23568], [0.38810, -2.55356, 1.81329], [-1.38176, -2.50864, 1.59818], [0.68878, -0.52104, 4.55308], [1.21610, 0.87081, 3.57651], [1.78077, -0.76150, 3.16426], [-2.69710, -4.50310, -3.43766], [-3.55402, -3.25250, -4.44693], [-3.96808, -3.41718, -2.72238], [-0.36971, -3.27812, -4.65512], [0.20205, -3.48599, -2.95625], [0.36654, -1.90061, -3.80401], [-2.79346, -2.12112, -0.84340], [-1.37582, -1.02078, -1.09763], [-1.11499, -2.73468, -0.83774], [1.61416, 4.31142, -0.31147], [-0.14904, 4.33411, -0.65209], [0.88861, 3.08168, -1.35105], [2.75087, 3.20684, 1.16969], [2.51083, 1.46346, 1.43939], [2.12070, 2.63170, 2.74550], [-0.08935, 4.62349, 2.27089], [-0.45239, 3.12082, 3.19273], [-1.55705, 3.65895, 1.89857], [-1.71712, 1.87590, -3.10985], [-1.78033, 2.25464, -1.69049], [-2.31099, 3.64804, -1.72739], [-1.91661, 4.52050, -2.69378], [-1.29756, 4.07020, -3.86432], [-1.18137, 2.71453, -4.09322], [-2.49389, 0.81973, -3.45816], [-2.27691, -1.13560, -3.86270], [-0.76239, 2.20950, -1.22891], [-2.98361, 3.92789, -0.90489], [-2.17590, 5.57939, -2.58308], [-1.01608, 4.79975, -4.63667], [-0.81301, 2.26772, -5.01915], [3.19670, -4.34590, 1.48714], [3.28674, -3.34238, 0.34923], [2.19108, -2.30680, 0.47281], [2.44284, -0.98302, 0.25211], [1.23772, -0.08374, -0.64011], [3.64084, -0.46954, 0.58857], [4.41417, -0.83032, 1.80554], [5.91312, -0.73253, 1.55859], [3.25443, -3.85382, 2.47118], [4.03844, -5.04724, 1.38631], [2.26053, -4.92233, 1.43614], [4.26395, -2.83597, 0.30670], [3.15760, -3.84913, -0.62532], [1.32241, -2.62265, 0.02218], [3.84129, 0.45947, 0.19083], [4.09331, -0.14904, 2.61705], [4.12436, -1.84541, 2.11055], [6.19738, 0.27429, 1.23426], [6.43919, -0.95595, 2.49306], [6.26405, -1.45436, 0.80741]], "forces_ev_per_angstrom": [[0.6, 0.0, -1.0], [0.2, -0.7, 0.8], [-0.1, -0.6, -1.2], [0.6, 0.7, 0.5], [-0.3, -0.1, -0.5], [-1.3, 0.4, -0.6], [-0.1, -0.4, -1.9], [-0.1, 0.2, 0.2], [-0.3, 0.1, 0.1], [-0.1, -0.3, 0.0], [0.4, 0.2, 0.3], [0.0, -0.1, 0.0], [0.1, 0.2, -0.1], [0.3, 0.8, 1.4], [0.1, 0.3, -0.2], [0.3, -0.1, 0.1], [0.0, 0.4, 0.1], [0.0, 0.0, 0.1], [0.6, 0.0, 0.2], [-0.1, 0.1, -0.3], [0.2, 0.1, 0.2], [0.0, -0.3, 0.1], [0.0, 0.1, -0.3], [-0.4, 0.2, 0.4], [0.1, 0.0, 0.2], [0.1, 0.0, -0.3], [-0.1, -0.3, 0.1], [-0.3, 0.1, 0.0], [-0.4, 0.3, 0.0], [0.1, -0.4, 0.2], [0.3, -0.2, -0.2], [0.0, 0.1, 0.3], [-0.2, 0.2, -0.3], [-0.1, -0.3, 0.1], [0.4, 0.0, -0.4], [-0.3, -0.9, -0.4], [-0.4, 0.1, -0.6], [-0.2, 0.1, 0.0], [0.2, 0.0, 0.0], [0.1, 0.2, 0.2], [0.0, -0.2, 0.3], [-0.2, 0.4, 0.2], [0.1, 0.0, -0.2], [-0.2, -0.1, 0.2], [0.0, 0.2, -0.3], [0.2, 0.1, 0.1], [0.5, -0.1, -1.1], [-0.3, -0.3, 0.0], [-0.1, 0.9, 1.1], [-1.2, 0.4, 1.3], [1.4, 0.1, -1.3], [0.1, -0.3, 0.0], [-0.8, -0.4, 2.7], [0.4, -0.4, 0.8], [-0.1, 0.0, -0.1], [0.5, 0.2, -0.3], [-0.1, -0.5, -0.2], [0.0, -0.5, 0.4], [-0.5, 0.4, 0.0], [0.2, -0.2, 0.0], [-0.1, 0.0, 0.1], [0.6, 0.7, -1.1], [0.7, -1.3, 0.1], [0.2, -0.1, -0.5], [-1.3, 0.5, -0.3], [0.1, -0.3, 0.2], [0.1, -0.1, 0.1], [0.0, -0.2, -0.3], [-0.3, 0.1, 0.2], [0.3, 0.2, 0.0], [-0.5, -0.2, 0.0], [0.0, 0.3, 0.4], [0.6, 0.5, 0.5], [-0.2, -0.7, 0.4], [0.2, -0.2, -0.4], [0.1, 0.4, -0.1], [0.0, -0.2, 0.1], [-0.1, 0.1, -0.2], [-0.2, 0.2, 0.2]]}

# 7
{"formula": "C2H3N5S", "method": "ωB97M-V with the def2-TZVPD basis set", "e_above_lowest_kj_mol": 181.0, "max_force_ev_per_a": 4.45, "smiles": "[H]/N=c1/nnn(C=S)[nH]1", "homo_energy_ev": -9.04, "e_tot_ha": -749.86062, "orbital_gap_ha": 0.27722, "symbols": ["C", "C", "H", "H", "H", "N", "N", "N", "N", "N", "S"], "coordinates": [[-1.45803, -0.33561, -0.08472], [1.93339, 0.78330, 0.10981], [-2.21703, -1.98852, -0.04316], [2.07153, 1.86587, 0.06930], [0.56415, -1.45369, 0.11823], [-2.50321, -1.04136, -0.02306], [-1.42920, 1.06567, -0.16212], [-0.26952, 1.63701, -0.04652], [0.57176, 0.60273, 0.04998], [-0.09918, -0.57480, 0.12695], [2.83533, -0.56059, -0.11470]], "forces_ev_per_angstrom": [[1.7, 1.1, 1.0], [-1.6, -1.2, -1.2], [0.0, -1.5, 0.3], [0.8, -0.3, 0.3], [-1.9, 2.3, -0.1], [0.2, 1.0, -0.7], [-0.7, 3.6, 0.0], [-3.0, -3.3, -0.5], [1.4, 0.4, 0.9], [2.3, -2.9, -0.3], [0.8, 0.7, 0.5]]}

# 8
{"formula": "C5H5N2O5PS2", "method": "ωB97M-V with the def2-TZVPD basis set", "e_above_lowest_kj_mol": 205.0, "max_force_ev_per_a": 4.77, "total_charge": -2, "homo_energy_ev": -0.39, "e_tot_ha": -1817.05928, "orbital_gap_ha": 0.19892, "symbols": ["C", "C", "C", "C", "C", "N", "N", "O", "O", "O", "O", "O", "P", "S", "S", "H", "H", "H", "H", "H"], "coordinates": [[-2.65767, -1.47075, 0.04927], [-1.68345, -0.49273, -0.05038], [-0.38573, -2.38412, -0.60044], [1.51101, 0.02140, 1.50323], [0.62803, -0.20904, -0.61346], [-0.49527, -1.01241, -0.49300], [1.29275, 1.26899, 1.74633], [2.29354, 1.87580, -1.01611], [-0.07349, 2.52002, -0.31975], [2.11331, -0.86832, 1.96622], [0.28162, 1.63775, -2.59902], [-1.81204, 0.70168, 0.32192], [0.88927, 1.53796, -1.23431], [0.78982, -3.39884, -1.18481], [-2.04333, -3.14055, -0.35916], [-3.67325, -1.37113, 0.42586], [1.34812, -0.76117, -1.21683], [0.77806, 1.75859, 0.98556], [1.71592, 1.77442, 2.57739], [-0.81721, 2.01245, 0.11149]], "forces_ev_per_angstrom": [[-0.3, -1.5, -0.3], [-3.1, -0.5, 1.4], [-2.6, -0.4, -0.7], [-1.2, -0.5, -4.6], [2.7, 1.4, 2.0], [1.5, -2.0, -0.4], [-0.1, 2.1, 1.6], [1.6, 0.2, 0.6], [0.5, -0.1, 1.3], [1.0, -1.5, 1.7], [0.3, -0.4, -0.2], [0.2, 0.5, 0.0], [-3.3, -0.2, -2.0], [0.8, 0.3, 0.1], [1.3, 3.0, 0.4], [0.5, 0.2, -0.1], [0.4, -0.1, 0.5], [0.4, 0.5, 1.1], [-0.7, -0.9, -1.5], [0.0, -0.3, -0.9]]}